ORCA calculation (ωB97M-V/def2-TZVPD) on a cluster of 2 separate species, C6H10N6O2 in total at a distorted geometry.

```
24
Properties=species:S:1:pos:R:3:forces:R:3:lowdin_charge:R:1
C 0.8829 1.1217 -1.9783 0.1 -0.1 0.2 0.0504
C -0.5328 1.2110 -1.8445 -0.7 1.8 -2.5 -0.2774
C 1.2855 0.5905 -0.7511 1.0 2.4 -5.7 -0.3303
C -1.1095 -1.7812 1.7137 -0.6 -1.4 1.9 -0.6027
C -1.6339 1.8416 -2.7133 1.2 -0.1 3.6 0.0070
C 2.6358 0.4054 -0.3538 4.9 -0.5 2.6 -0.0541
N -0.9045 0.7318 -0.6745 -0.5 -0.8 2.0 0.0616
N -1.4033 -2.6542 2.5789 -0.1 -1.9 0.9 0.1328
N 0.1664 0.3631 -0.0854 -2.0 -1.4 3.4 0.1068
N -1.9905 -1.6524 0.7021 -0.8 2.1 -1.8 0.1005
N -0.0707 -0.8661 1.7684 -0.5 0.0 -0.8 0.1928
N 0.7944 -0.6649 2.7771 -1.1 0.4 -3.0 -0.4742
O 0.6576 -1.3314 3.7390 0.7 -0.9 2.8 0.1006
O 1.6088 0.2030 2.5303 0.9 0.5 1.0 0.0215
H 1.4515 1.4762 -2.8322 0.1 -0.2 0.4 0.1188
H -2.5692 1.4820 -2.2002 0.7 0.5 -1.1 0.0961
H -1.5005 2.9586 -2.5134 -0.4 -1.3 -1.0 0.1199
H -1.4101 1.4388 -3.6628 -0.5 0.4 -1.6 0.0610
H 2.6460 0.4373 0.7819 0.2 -0.7 -1.4 0.0683
H 3.2039 -0.5530 -0.7314 -1.5 1.5 0.7 0.1291
H 3.4342 1.2425 -0.5712 -2.1 -1.2 -0.3 0.1254
H -0.8020 -3.1621 3.2307 0.1 1.3 -0.5 0.0534
H -2.9187 -2.1489 0.8007 2.0 1.0 0.0 0.1343
H -1.9215 -0.6891 0.2892 -0.9 -1.4 0.1 0.0584
```
Positions in Å, forces in eV/Å.

Total charge: 0
E_HOMO (spin up / spin down): -8.8092 / -8.5077 eV
F_max: 6.27 eV Å⁻¹
⟨S²⟩: 2.018
Multiplicity: 3